# 1
C24H29BBr63F as an isolated structure in a non-equilibrium geometry. Source: the OMol25 dataset; level of theory: ωB97M-V/def2-TZVPD.

## Properties
ΔE to the lowest compared entry with this formula, charge and spin (kcal/mol): 40.5
HOMO (eV): -10.02
Calculated total energy (a.u.): -163219.1406
Gap between HOMO and LUMO (eV): 9.47

Structure (ORCA input):
```
! wB97M-V def2-TZVPD RIJCOSX def2/J DEFGRID3
* xyz 0 1
B 1.34 5.00 1.78
C -0.15 4.65 2.44
C -1.20 5.73 1.72
C -2.63 5.00 1.38
F -1.46 6.92 2.60
H 1.92 4.12 1.25
H 1.70 6.12 1.86
H -0.18 4.76 3.61
H -0.43 3.53 2.18
H -0.70 6.19 0.74
H -3.02 5.39 0.36
H -3.41 5.31 2.20
H -2.51 3.81 1.39
C -2.98 2.95 -2.59
Br -1.38 3.39 -1.58
Br -3.49 1.08 -2.37
Br -4.45 4.15 -2.19
H -2.74 3.09 -3.65
C 3.49 7.36 -1.19
Br 4.98 6.48 -0.30
Br 2.35 6.09 -2.11
Br 2.49 8.49 0.03
H 3.92 8.02 -1.95
C 3.20 5.41 5.64
Br 4.02 5.76 3.91
Br 1.29 5.80 5.63
Br 3.57 3.60 6.26
H 3.66 6.09 6.36
C -5.29 -1.64 -5.30
Br -6.86 -0.71 -4.61
Br -4.10 -0.44 -6.25
Br -4.36 -2.62 -3.90
H -5.65 -2.38 -6.02
C -1.98 -5.54 -4.70
Br -0.55 -5.13 -5.94
Br -3.63 -6.02 -5.62
Br -1.46 -6.91 -3.41
H -2.19 -4.63 -4.13
C 1.13 3.17 9.38
Br -0.41 2.38 8.49
Br 0.71 4.91 10.13
Br 1.88 1.97 10.71
H 1.90 3.32 8.62
C 9.23 5.14 -0.94
Br 8.25 6.33 -2.13
Br 8.14 4.54 0.55
Br 10.02 3.65 -1.91
H 10.06 5.72 -0.53
C -8.21 -4.33 -5.40
Br -7.39 -3.97 -7.13
Br -10.11 -3.94 -5.41
Br -7.84 -6.14 -4.78
H -7.74 -3.65 -4.68
C 8.58 6.49 -6.48
Br 6.79 7.11 -6.04
Br 9.80 7.98 -6.76
Br 9.26 5.23 -5.17
H 8.51 5.96 -7.44
C 5.38 4.10 12.15
Br 4.39 5.29 10.96
Br 4.29 3.51 13.65
Br 6.17 2.61 11.19
H 6.21 4.69 12.57
C 12.28 4.96 2.60
Br 12.78 5.86 0.94
Br 10.81 5.86 3.49
Br 11.92 3.07 2.31
H 13.15 5.02 3.26
C -9.77 -9.31 -7.24
Br -8.59 -10.40 -6.15
Br -11.12 -8.40 -6.16
Br -8.78 -8.06 -8.36
H -10.31 -9.99 -7.91
C 4.03 2.38 -1.54
Br 4.85 2.74 -3.27
Br 2.13 2.77 -1.55
Br 4.40 0.57 -0.92
H 4.50 3.06 -0.82
C -2.83 -0.82 9.22
Br -3.81 0.36 8.03
Br -3.92 -1.42 10.71
Br -2.04 -2.32 8.26
H -2.00 -0.24 9.64
C -8.33 -10.79 -11.44
Br -10.12 -10.18 -10.99
Br -7.10 -9.31 -11.71
Br -7.65 -12.06 -10.13
H -8.40 -11.33 -12.39
C 10.30 6.78 7.29
Br 11.58 5.44 7.88
Br 8.47 6.17 7.52
Br 10.60 8.50 8.15
H 10.46 6.92 6.22
C -11.36 -13.36 -13.20
Br -12.92 -12.43 -12.51
Br -10.16 -12.16 -14.15
Br -10.43 -14.34 -11.80
H -11.72 -14.10 -13.92
C 1.85 -8.52 -6.82
Br 3.29 -8.11 -8.06
Br 0.21 -9.00 -7.75
Br 2.38 -9.89 -5.54
H 1.65 -7.61 -6.25
C -2.35 -4.60 0.32
Br -3.91 -4.60 -0.84
Br -1.89 -6.40 0.91
Br -0.84 -3.69 -0.50
H -2.62 -4.03 1.22
C -11.05 -4.71 -1.01
Br -12.61 -4.71 -2.17
Br -10.59 -6.51 -0.42
Br -9.54 -3.80 -1.83
H -11.32 -4.14 -0.11
C 7.37 2.11 16.54
Br 7.87 3.01 14.89
Br 5.90 3.01 17.44
Br 7.00 0.22 16.26
H 8.24 2.17 17.21
*
```

These are the Mulliken partial charges, in e, on atoms 1 to 8:
1 B 0.421
2 C -0.293
3 C 0.579
4 C -0.823
5 F -0.371
6 H -0.148
7 H -0.138
8 H -0.053



# 2
C24H29BF3N8O2Ti as an isolated structure. Source: the OMol25 dataset; level of theory: ωB97M-V/def2-TZVPD.

## Properties
ΔE to the lowest compared entry with this formula, charge and spin (kcal/mol): 0.0
HOMO (eV): -11.27
Calculated total energy (a.u.): -2694.2749
Gap between HOMO and LUMO (eV): 7.71

Structure (ORCA input):
```
! wB97M-V def2-TZVPD RIJCOSX def2/J DEFGRID3
* xyz 1 1
Ti 0.60 0.88 -0.02
C -1.49 -2.49 -1.83
C -0.70 -1.36 -1.88
N -0.50 -0.87 -0.65
N -1.18 -1.68 0.21
C -1.77 -2.67 -0.48
B -1.06 -1.38 1.73
N 0.45 -1.42 2.04
C 1.13 -2.27 2.82
C 2.48 -2.00 2.70
C 2.54 -0.96 1.78
N 1.32 -0.62 1.37
N -1.61 0.08 1.94
C -2.68 0.46 2.65
C -2.87 1.82 2.47
C -1.87 2.20 1.59
N -1.11 1.14 1.27
N -1.79 -2.31 2.65
C -1.77 -2.23 4.01
C -2.52 -3.27 4.50
C -2.96 -3.95 3.35
N -2.52 -3.37 2.25
H -1.82 -3.10 -2.65
H -0.31 -0.86 -2.75
H -2.35 -3.40 0.05
H 0.62 -3.00 3.42
H 3.30 -2.49 3.19
H 3.41 -0.44 1.42
H -3.24 -0.25 3.24
H -3.63 2.43 2.92
H -1.64 3.17 1.18
H -1.23 -1.44 4.51
H -2.71 -3.51 5.53
H -3.58 -4.83 3.28
C -0.46 3.57 -1.61
O -0.78 2.26 -1.11
C -2.08 1.81 -1.54
C -2.25 1.87 -3.05
O -1.20 1.19 -3.69
C -1.32 1.26 -5.10
H -1.37 4.17 -1.64
H -0.04 3.50 -2.61
H 0.25 4.03 -0.93
H -2.85 2.44 -1.08
H -2.18 0.79 -1.18
H -2.29 2.91 -3.40
H -3.23 1.42 -3.28
H -2.24 0.78 -5.44
H -0.46 0.74 -5.52
H -1.31 2.30 -5.44
F 6.14 -1.71 -0.46
C 5.05 -1.01 -0.76
C 3.97 -1.66 -1.32
C 2.84 -0.92 -1.63
C 2.79 0.46 -1.39
C 1.60 1.24 -1.78
C 3.90 1.07 -0.80
C 5.04 0.35 -0.49
H 4.03 -2.73 -1.52
H 1.99 -1.42 -2.09
H 1.00 0.74 -2.55
H 1.81 2.25 -2.13
H 3.88 2.14 -0.60
H 5.91 0.82 -0.05
F 1.49 3.13 0.61
C 1.56 2.02 1.49
F 2.86 1.91 1.86
H 0.98 2.28 2.38
*
```

These are the Mulliken partial charges, in e, on atoms 1 to 8:
1 Ti -0.595
2 C -1.720
3 C -0.671
4 N 1.159
5 N -0.013
6 C 0.109
7 B 0.880
8 N 0.337



# 3
C24H29Cl2N4O10Rb as an isolated structure. Source: the OMol25 dataset; level of theory: ωB97M-V/def2-TZVPD.

## Properties
ΔE to the lowest compared entry with this formula, charge and spin (kcal/mol): 3.1
HOMO (eV): -3.13
Calculated total energy (a.u.): -2848.0869
Gap between HOMO and LUMO (eV): 7.06

Structure (ORCA input):
```
! wB97M-V def2-TZVPD RIJCOSX def2/J DEFGRID3
* xyz -2 1
Rb -0.07 0.07 0.82
C 3.62 1.08 -4.76
O 3.25 2.18 -3.94
C 2.90 1.97 -2.62
O 2.64 2.93 -1.94
N 2.96 0.67 -2.23
N 2.40 0.30 -0.98
H 3.92 1.52 -5.71
H 2.79 0.39 -4.92
H 4.46 0.53 -4.33
H 2.86 -0.06 -2.94
H 3.13 -0.12 -0.41
H 1.76 -0.45 -1.24
O 0.58 2.47 2.39
C -0.49 3.38 2.55
C -0.31 4.49 1.52
C -0.41 4.02 0.06
C -1.77 3.46 -0.25
C -2.89 4.29 -0.28
C -4.14 3.74 -0.50
C -4.24 2.37 -0.70
C -3.08 1.62 -0.68
N -1.87 2.15 -0.47
H 0.41 1.67 2.92
H -0.47 3.82 3.55
H -1.46 2.87 2.43
H 0.67 4.94 1.68
H -1.07 5.26 1.71
H 0.35 3.27 -0.14
H -0.21 4.87 -0.59
H -2.77 5.35 -0.11
H -5.02 4.36 -0.52
H -5.20 1.88 -0.85
H -3.10 0.54 -0.81
C -0.57 -1.33 5.62
C -0.78 -1.02 4.14
C -0.94 -2.33 3.37
O 0.36 -0.29 3.66
C -2.04 -0.12 3.89
O -2.86 -0.04 4.82
O -2.10 0.40 2.75
H 0.31 -1.96 5.75
H -1.45 -1.82 6.03
H -0.42 -0.39 6.16
H -0.03 -2.93 3.41
H -1.21 -2.18 2.32
H -1.76 -2.91 3.82
H 1.08 -0.91 3.40
Cl 5.69 -1.65 3.65
C 3.97 -2.04 3.41
Cl 3.71 -3.80 3.62
C 3.40 -1.60 2.01
O 4.20 -1.43 1.09
O 2.16 -1.48 2.04
H 3.42 -1.55 4.21
O -1.60 -2.01 -0.92
C -0.89 -2.17 -1.90
N 0.29 -1.54 -2.19
C 0.75 -1.98 -3.38
O 1.79 -1.64 -3.95
C -0.22 -2.99 -3.97
C -0.22 -3.70 -5.14
C -1.30 -4.56 -5.37
C -2.33 -4.68 -4.44
C -2.31 -3.95 -3.25
C -1.24 -3.11 -3.04
H 0.58 -3.60 -5.86
H -1.34 -5.14 -6.29
H -3.15 -5.35 -4.65
H -3.10 -4.03 -2.52
*
```

These are the Mulliken partial charges, in e, on atoms 1 to 8:
1 Rb 0.982
2 C -0.634
3 O -0.381
4 C 0.537
5 O -0.595
6 N -0.180
7 N -0.028
8 H 0.267



# 4
One molecule with the formula C24H29ClN4O5S in a non-equilibrium geometry. Source: the OMol25 dataset; level of theory: ωB97M-V/def2-TZVPD.

## Properties
ΔE to the lowest compared entry with this formula, charge and spin (kcal/mol): 0.0
SMILES: O=C(CCNC(=O)c1ccccc1Cl)Nc1cc(S(=O)(=O)N2CCOCC2)ccc1N1CCCC1
HOMO (eV): -7.91
Calculated total energy (a.u.): -2385.5898
Gap between HOMO and LUMO (eV): 8.28

Structure (ORCA input):
```
! wB97M-V def2-TZVPD RIJCOSX def2/J DEFGRID3
* xyz 0 1
O 1.87 -1.52 2.52
C 0.68 -1.33 2.69
C 0.11 -0.65 3.92
C 0.23 0.88 3.77
N -0.33 1.39 2.53
C -1.58 1.16 2.10
O -2.32 0.33 2.61
C -2.02 1.91 0.87
C -2.90 1.22 0.03
C -3.38 1.79 -1.13
C -3.00 3.08 -1.47
C -2.16 3.79 -0.64
C -1.66 3.21 0.52
Cl -0.64 4.20 1.52
N -0.28 -1.70 1.79
C 0.06 -2.03 0.45
C -0.20 -1.07 -0.51
C 0.22 -1.25 -1.82
S -0.10 0.08 -2.95
O -1.48 0.46 -2.90
O 0.47 -0.23 -4.24
N 0.77 1.34 -2.21
C 2.20 1.09 -2.22
C 2.89 2.23 -1.48
O 2.60 3.48 -2.05
C 1.21 3.71 -2.07
C 0.47 2.61 -2.84
C 0.94 -2.38 -2.17
C 1.19 -3.34 -1.22
C 0.74 -3.23 0.11
N 0.95 -4.23 0.99
C 0.27 -4.41 2.26
C 0.44 -5.90 2.56
C 1.82 -6.18 1.98
C 1.79 -5.38 0.68
H 0.70 -0.94 4.79
H -0.93 -0.93 4.07
H -0.27 1.35 4.62
H 1.29 1.15 3.78
H 0.22 2.10 2.05
H -3.20 0.23 0.32
H -4.04 1.23 -1.77
H -3.37 3.54 -2.37
H -1.87 4.80 -0.88
H -1.21 -1.32 1.94
H -0.72 -0.16 -0.26
H 2.57 1.03 -3.25
H 2.38 0.14 -1.72
H 2.57 2.22 -0.42
H 3.98 2.12 -1.53
H 0.82 3.75 -1.04
H 1.07 4.68 -2.56
H 0.80 2.61 -3.89
H -0.61 2.75 -2.80
H 1.28 -2.48 -3.18
H 1.74 -4.22 -1.52
H 0.74 -3.81 3.04
H -0.78 -4.12 2.18
H -0.32 -6.48 2.04
H 0.38 -6.11 3.63
H 2.00 -7.24 1.81
H 2.59 -5.79 2.64
H 2.78 -5.05 0.37
H 1.34 -5.98 -0.13
*
```

These are the Mulliken partial charges, in e, on atoms 1 to 8:
1 O -0.614
2 C 0.224
3 C -0.818
4 C -0.953
5 N 0.193
6 C 0.796
7 O -0.695
8 C -0.578



# 5
One molecule with the formula C24H29N3O4. Source: the OMol25 dataset; level of theory: ωB97M-V/def2-TZVPD.

## Properties
ΔE to the lowest compared entry with this formula, charge and spin (kcal/mol): 50.1
SMILES: COC[C@@H](C)n1c(C)cc(C(=O)COC(=O)c2c(C)nn(-c3ccccc3)c2C)c1C
HOMO (eV): -8.11
Calculated total energy (a.u.): -1397.1796
Gap between HOMO and LUMO (eV): 8.75

Structure (ORCA input):
```
! wB97M-V def2-TZVPD RIJCOSX def2/J DEFGRID3
* xyz 0 1
C -6.54 1.94 1.05
O -5.89 2.09 -0.19
C -6.27 1.17 -1.18
C -5.85 -0.29 -0.90
C -5.87 -1.11 -2.19
N -4.58 -0.40 -0.23
C -4.39 -1.25 0.85
C -5.46 -2.10 1.44
C -3.09 -1.17 1.24
C -2.44 -0.25 0.37
C -1.04 0.13 0.40
O -0.50 0.91 -0.37
C -0.22 -0.55 1.51
O 1.12 -0.10 1.46
C 1.97 -0.83 0.72
O 1.70 -1.93 0.29
C 3.25 -0.16 0.56
C 3.56 1.22 0.77
C 2.65 2.31 1.19
N 4.83 1.43 0.50
N 5.36 0.26 0.10
C 6.72 0.21 -0.22
C 7.59 1.05 0.48
C 8.94 1.04 0.20
C 9.44 0.21 -0.79
C 8.57 -0.60 -1.51
C 7.22 -0.60 -1.23
C 4.44 -0.74 0.11
C 4.70 -2.16 -0.20
C -3.40 0.20 -0.53
C -3.20 1.19 -1.62
H -6.28 2.82 1.64
H -7.63 1.89 0.92
H -6.20 1.04 1.58
H -7.36 1.19 -1.32
H -5.81 1.53 -2.10
H -6.60 -0.72 -0.22
H -6.85 -1.06 -2.65
H -5.63 -2.15 -1.98
H -5.14 -0.73 -2.90
H -5.03 -2.69 2.24
H -6.27 -1.50 1.87
H -5.89 -2.77 0.70
H -2.64 -1.71 2.05
H -0.26 -1.63 1.37
H -0.62 -0.27 2.49
H 3.15 3.26 1.07
H 2.38 2.18 2.24
H 1.74 2.28 0.60
H 7.17 1.70 1.24
H 9.60 1.69 0.75
H 10.49 0.20 -1.01
H 8.96 -1.24 -2.29
H 6.55 -1.21 -1.82
H 4.61 -2.34 -1.27
H 5.70 -2.45 0.13
H 3.95 -2.77 0.30
H -3.70 2.13 -1.37
H -2.14 1.38 -1.71
H -3.58 0.83 -2.57
*
```

These are the Mulliken partial charges, in e, on atoms 1 to 8:
1 C -0.660
2 O -0.323
3 C -1.133
4 C -0.125
5 C -1.491
6 N 0.658
7 C 0.392
8 C -1.638



# 6
One molecule with the formula C24H29N3O4. Source: the OMol25 dataset; level of theory: ωB97M-V/def2-TZVPD.

## Properties
ΔE to the lowest compared entry with this formula, charge and spin (kcal/mol): 48.1
SMILES: COC[C@@H](C)n1c(C)cc(C(=O)COC(=O)c2c(C)nn(-c3ccccc3)c2C)c1C
HOMO (eV): -7.86
Calculated total energy (a.u.): -1397.1827
Gap between HOMO and LUMO (eV): 8.51

Structure (ORCA input):
```
! wB97M-V def2-TZVPD RIJCOSX def2/J DEFGRID3
* xyz 0 1
C -2.31 2.72 1.12
O -1.83 1.42 1.33
C -2.80 0.42 1.09
C -2.29 -0.91 1.66
C -3.44 -1.82 2.09
N -1.36 -1.58 0.77
C 0.00 -1.60 0.99
C 0.67 -0.84 2.08
C 0.59 -2.38 0.04
C -0.44 -2.85 -0.83
C -0.32 -3.64 -2.04
O -1.23 -4.28 -2.52
C 1.05 -3.63 -2.74
O 1.84 -2.50 -2.44
C 1.23 -1.31 -2.63
O 0.21 -1.20 -3.28
C 1.87 -0.24 -1.88
C 3.14 -0.20 -1.24
C 4.27 -1.15 -1.39
N 3.22 0.85 -0.47
N 2.05 1.51 -0.57
C 1.83 2.63 0.23
C 1.09 3.73 -0.21
C 0.89 4.80 0.63
C 1.42 4.81 1.91
C 2.18 3.73 2.34
C 2.39 2.65 1.51
C 1.20 0.89 -1.42
C -0.20 1.29 -1.67
C -1.64 -2.33 -0.33
C -2.99 -2.52 -0.93
H -1.47 3.40 1.31
H -2.66 2.86 0.09
H -3.13 2.95 1.80
H -3.74 0.69 1.60
H -3.00 0.34 0.01
H -1.71 -0.65 2.55
H -3.89 -1.43 3.00
H -3.05 -2.82 2.31
H -4.21 -1.90 1.33
H 0.35 0.21 2.06
H 0.44 -1.25 3.07
H 1.74 -0.88 1.93
H 1.63 -2.61 -0.03
H 0.86 -3.71 -3.82
H 1.63 -4.50 -2.41
H 4.54 -1.25 -2.44
H 4.00 -2.13 -1.02
H 5.13 -0.78 -0.83
H 0.70 3.75 -1.21
H 0.31 5.65 0.29
H 1.26 5.65 2.56
H 2.61 3.73 3.33
H 2.98 1.80 1.82
H -0.74 0.43 -2.05
H -0.65 1.65 -0.75
H -0.26 2.07 -2.44
H -2.86 -2.81 -1.97
H -3.52 -3.33 -0.43
H -3.59 -1.62 -0.87
*
```

These are the Mulliken partial charges, in e, on atoms 1 to 8:
1 C -0.755
2 O -0.249
3 C -0.630
4 C -0.045
5 C -1.913
6 N 0.736
7 C 0.339
8 C -2.129



# 7
C24H29N5O2 as an isolated structure in a non-equilibrium geometry. Source: the OMol25 dataset; level of theory: ωB97M-V/def2-TZVPD.

## Properties
ΔE to the lowest compared entry with this formula, charge and spin (kcal/mol): 559.1
HOMO (eV): -7.33
Calculated total energy (a.u.): -1355.4231
Gap between HOMO and LUMO (eV): 7.85

Structure (ORCA input):
```
! wB97M-V def2-TZVPD RIJCOSX def2/J DEFGRID3
* xyz 0 1
C 1.88 2.00 0.88
C 2.47 0.91 1.52
C 2.69 0.94 2.85
C 3.23 -0.01 3.68
C 3.64 -0.92 2.98
N 3.52 -1.21 1.80
C 2.89 -0.27 1.22
C 2.99 -0.40 -0.51
N 2.07 -1.49 -0.80
C 0.65 -1.38 -0.12
C -0.05 -2.75 -0.44
N -0.23 -2.61 -1.87
C -1.58 -1.82 -2.38
O -2.46 -1.90 -1.68
C -1.47 -1.51 -3.88
H -0.58 -1.41 -4.05
C -2.57 -0.30 -3.90
C -2.04 0.59 -2.82
N -0.72 0.83 -2.71
N -0.86 1.62 -1.44
C -2.03 2.00 -1.28
O -2.84 1.09 -2.00
C -2.68 2.67 -0.24
H -3.63 2.12 0.28
H -2.84 3.75 -0.89
C -1.78 3.14 0.80
C -1.56 2.19 1.90
C -1.57 0.62 1.51
C -1.36 -0.29 2.67
C -0.81 0.09 3.75
C -0.41 1.41 3.93
C -0.78 2.52 3.04
H -0.67 3.41 3.25
H -0.11 1.86 4.99
H -0.48 -0.59 4.51
H -1.43 -1.46 2.25
H -2.05 0.50 0.58
H -0.94 3.29 0.54
H -2.13 3.96 1.44
H -3.37 -0.76 -3.64
H -2.52 0.00 -4.91
H -1.94 -2.62 -4.23
C 0.87 -2.76 -2.45
H 0.64 -2.80 -3.54
C 1.90 -1.58 -2.19
H 2.62 -1.71 -2.82
H 1.17 -0.64 -2.62
H 1.13 -3.65 -2.23
H -1.07 -2.51 -0.05
H 0.37 -3.60 -0.02
H 0.92 -1.39 0.91
H 0.22 -0.48 -0.45
H 2.60 0.46 -1.18
H 3.74 -0.80 -0.82
H 3.98 -2.05 3.49
H 3.30 -0.22 4.84
H 2.38 1.99 3.55
H 1.63 2.80 1.66
H 2.73 2.42 0.17
H 0.87 1.52 0.30
*
```

These are the Mulliken partial charges, in e, on atoms 1 to 8:
1 C -0.963
2 C 0.633
3 C -0.133
4 C -0.764
5 C -0.475
6 N -0.485
7 C 1.169
8 C -1.221